A cluster of 2 separate species, C5H10 in total at a distorted geometry. Source: the OMol25 dataset; level of theory: ωB97M-V with the def2-TZVPD basis set.

Summary:
Largest force on an atom ... 1.22 eV/A
Gap between HOMO and LUMO ... 0.39272 Ha
Energy above the lowest of the compared OMol25 structures with the same formula, charge and spin ... 44.2 kcal per mole
Spin multiplicity ... 1
Highest occupied orbital energy ... -0.3481 hartree
SMILES ... C=CC.C=C

The geometry in XYZ format:
```
15
C5H10, DFT ωB97M-V with the def2-TZVPD basis set
C -1.00575 1.00485 1.27326
C -0.06675 0.12099 1.57246
C -0.20060 -1.36578 1.66571
H -0.81634 2.06238 1.21560
H -2.01881 0.71744 0.97296
H 0.89766 0.53220 1.88325
H 0.40344 -1.73291 2.48892
H -1.23954 -1.67358 1.77009
H 0.27600 -1.83476 0.80523
C 1.24402 0.16793 -2.19778
C 0.00067 0.56775 -2.36247
H 1.56641 -0.80364 -1.83086
H 2.07150 0.83903 -2.39674
H -0.80031 -0.13598 -2.13766
H -0.31160 1.53407 -2.72196
```

Atomic partial charges in e from the Löwdin method, atoms 1 to 8: -0.033, -0.259, -0.112, 0.044, 0.059, 0.094, 0.065, 0.075